Entry from the OMol25 dataset: a cluster of 3 separate species, C16H36N2O9PS2 in total at a distorted geometry (the ωB97M-V functional and the def2-TZVPD basis).

Positions of all 66 atoms, in Å:
S: -3.97 3.43 -2.95
S: -0.74 -3.97 2.32
P: 1.91 1.09 -0.98
O: -3.90 4.96 -2.43
O: -4.20 3.43 -4.37
O: -1.37 2.10 -0.02
O: 1.63 0.37 -2.50
O: -4.79 2.67 -2.05
O: 1.77 2.79 -1.25
O: -1.94 -3.32 2.79
O: 0.07 -4.53 3.60
O: 0.18 -3.31 1.43
N: 2.34 -2.13 -2.64
N: -1.82 -0.09 -0.68
C: -2.27 3.01 -2.65
C: 4.49 -1.70 0.26
C: 0.60 0.68 0.32
C: -3.00 -0.34 0.21
C: 0.89 -3.63 4.34
C: -1.18 -5.54 1.63
C: -4.98 5.83 -2.74
C: 3.80 -0.34 0.79
C: 0.06 -2.77 5.28
C: -1.13 -1.35 -1.09
C: -0.91 0.92 -0.16
C: 4.74 0.72 -1.52
C: 1.96 -1.02 -2.35
C: 6.08 -1.70 0.50
C: 3.68 0.84 -0.31
C: -6.17 5.60 -1.83
H: -1.82 -5.35 0.76
H: -2.81 -1.12 1.03
H: -1.64 3.63 -3.29
H: 4.49 1.57 -2.27
H: -0.27 -6.05 1.33
H: 2.82 -0.63 1.30
H: 2.24 3.24 -0.49
H: -0.71 -1.24 -2.16
H: -5.27 5.74 -3.79
H: 6.51 -0.64 0.32
H: -6.62 4.62 -2.02
H: 4.48 0.07 1.63
H: 4.66 -0.26 -2.10
H: -4.61 6.85 -2.60
H: 4.22 -1.94 -0.82
H: 6.31 -2.09 1.55
H: 6.55 -2.42 -0.27
H: 5.79 0.95 -1.13
H: 0.73 -0.36 0.79
H: -1.73 -6.11 2.38
H: -2.14 1.96 -2.89
H: -0.60 -3.39 5.89
H: 1.58 -4.24 4.93
H: -6.93 6.36 -1.98
H: -2.05 3.19 -1.60
H: -3.83 -0.77 -0.47
H: 0.79 1.43 1.19
H: -1.95 -2.16 -1.17
H: 4.05 -2.55 0.91
H: 3.94 1.82 0.24
H: 1.50 -3.01 3.67
H: -0.57 -2.07 4.72
H: -0.36 -1.76 -0.33
H: -3.45 0.64 0.63
H: -5.86 5.61 -0.78
H: 0.71 -2.18 5.93

Results
- orbital gap (eV) = 7.98
- largest force on an atom (hartree/bohr) = 0.11924
- relative energy (zero: lowest compared OMol25 entry of this formula, charge and spin) (kcal per mole) = 170.2
- spin multiplicity = 1
- charge = +1

Entry from the OMol25 dataset: a cluster of 2 separate species, C26H43F3N2O9P in total at a distorted geometry (the ωB97M-V functional and the def2-TZVPD basis).

Positions of all 84 atoms, in Å:
P: -1.91 -0.89 0.93
F: 1.70 1.39 -3.28
F: 1.23 3.37 -2.03
F: 3.24 2.32 -1.92
O: 0.93 -2.22 0.12
O: 1.07 -2.96 2.36
O: -0.89 5.07 2.21
O: 0.36 0.46 2.69
O: -3.31 -0.72 1.57
O: 4.42 1.12 2.10
O: 6.69 1.03 2.13
O: 5.56 0.00 0.49
O: -6.01 1.51 -0.69
N: -1.19 0.47 4.82
N: 0.57 2.53 1.33
C: 7.33 -1.27 -0.59
C: 1.05 -3.24 1.12
C: -1.09 0.81 0.57
C: -2.48 -0.64 -2.93
C: -6.64 0.34 -1.25
C: 7.61 0.20 1.44
C: -1.19 1.49 -1.91
C: 2.15 -0.23 -0.97
C: -3.49 -1.82 -2.54
C: -0.26 0.74 -0.83
C: -0.30 -5.40 0.44
C: 2.05 -1.25 0.25
C: -0.30 1.42 1.82
C: -6.41 1.76 0.68
C: 5.46 0.75 1.62
C: 1.18 -4.82 0.74
C: -5.76 -0.34 -2.45
C: -0.10 4.44 2.97
C: -4.80 -1.41 -1.74
C: -0.45 0.37 3.87
C: 1.29 1.15 -0.77
C: 1.81 2.07 -2.01
C: 6.94 0.01 0.11
C: 1.74 1.95 0.56
C: -2.63 0.74 -2.14
C: 1.07 3.44 2.45
H: 7.10 0.87 -0.55
H: -6.94 2.78 0.79
H: -7.10 0.97 1.13
H: 7.74 -0.73 2.00
H: -5.22 0.52 -2.97
H: -4.46 -0.98 -0.71
H: 1.46 2.80 3.32
H: -0.30 -0.38 -1.13
H: -3.21 1.46 -2.83
H: -1.94 -1.63 -0.32
H: -6.83 -0.47 -0.44
H: 1.92 4.13 2.09
H: -0.41 -6.50 0.73
H: -2.60 -0.42 -4.06
H: -7.69 0.64 -1.62
H: -5.41 -2.37 -1.47
H: 0.02 3.11 0.66
H: -2.98 -2.70 -1.97
H: -1.04 -4.75 1.05
H: 1.72 -0.76 -1.92
H: 7.08 -2.14 0.02
H: -1.36 2.57 -1.51
H: 2.36 1.31 1.30
H: -2.00 1.52 0.42
H: 3.26 -0.05 -1.17
H: 8.58 0.69 1.35
H: -1.11 1.93 2.48
H: -0.75 1.60 -2.96
H: 2.41 2.87 0.33
H: -6.54 -0.86 -3.13
H: -3.20 0.71 -1.15
H: 1.55 -5.36 1.69
H: -1.06 -1.59 1.85
H: 3.00 -1.92 0.19
H: -0.25 4.59 4.11
H: -0.53 -5.22 -0.67
H: 6.77 -1.37 -1.52
H: 2.08 -0.79 1.29
H: 8.39 -1.28 -0.81
H: 1.93 -5.01 -0.11
H: -1.40 -1.07 -2.83
H: -5.44 1.80 1.32
H: -3.84 -2.30 -3.54

Results
- orbital gap (eV) = 7.75
- largest force on an atom (hartree/bohr) = 0.13072
- spin multiplicity = 1
- charge = +1

Entry from the OMol25 dataset: a structure of composition C43H48F9N7O3ReS2 at a distorted geometry (the ωB97M-V functional and the def2-TZVPD basis).

Positions of all 113 atoms, in Å:
Re: 1.43 0.13 -0.08
S: -0.66 1.43 0.12
S: -0.24 -1.39 1.02
F: 3.80 -2.29 -2.43
F: 5.15 1.56 -1.69
F: 5.81 -1.34 0.99
F: 5.25 -0.04 -3.12
F: 5.53 0.77 0.76
F: 5.91 -2.30 -2.01
F: 3.35 0.69 -2.46
F: 6.88 -0.28 -0.55
F: 4.51 -2.99 -0.54
O: 0.64 1.10 -2.39
O: 3.40 -0.59 -0.15
O: 0.99 -1.60 -1.26
N: -0.82 1.86 -3.95
N: 0.99 0.60 -4.62
N: -3.18 1.14 0.76
N: 0.97 -3.70 -2.08
N: -2.84 -1.51 1.55
N: 2.00 2.96 -0.71
N: 2.26 1.98 0.18
C: 1.24 1.30 -5.88
C: 2.87 -0.87 4.50
C: 1.79 -0.21 1.96
C: -3.09 3.34 1.88
C: -5.69 -5.30 1.53
C: -4.09 -3.68 -0.06
C: 1.88 -0.51 -4.38
C: -3.38 2.59 0.60
C: -2.19 4.40 1.85
C: 1.53 -5.05 -2.06
C: -1.59 1.58 -5.15
C: 2.18 0.35 4.33
C: -3.73 3.02 3.07
C: 2.99 -1.75 3.46
C: 2.06 1.24 5.43
C: -1.51 2.68 -2.98
C: -1.99 0.58 0.67
C: -4.68 -4.53 2.11
C: 1.43 -2.77 -1.27
C: 3.28 2.43 0.94
C: 5.73 -0.37 0.09
C: 0.95 1.94 2.99
C: 1.63 0.70 3.06
C: 1.42 2.43 5.30
C: -0.12 -3.45 -3.00
C: 3.65 3.69 0.52
C: 2.43 -1.42 2.22
C: -3.46 3.75 4.22
C: -4.05 -0.80 1.96
C: -2.75 -2.93 1.93
C: -5.10 -4.44 -0.63
C: 4.60 0.41 -2.05
C: -5.90 -5.25 0.16
C: 4.73 -2.07 -1.48
C: -1.93 5.13 2.99
C: -1.80 -0.83 1.07
C: 2.82 3.99 -0.55
C: 4.54 -0.64 -0.88
C: 0.85 2.78 4.06
C: 0.30 1.17 -3.60
C: -3.87 -3.72 1.32
C: -4.36 0.28 0.97
C: -2.56 4.81 4.18
H: -6.31 -5.93 2.15
H: -3.97 3.50 5.14
H: 1.34 3.11 6.15
H: -6.68 -5.84 -0.29
H: -1.25 5.97 2.96
H: -1.56 2.40 -5.87
H: -4.65 -0.16 0.01
H: -3.46 -3.05 -0.68
H: -5.26 -4.40 -1.70
H: 4.44 4.30 0.93
H: 2.31 1.50 -5.97
H: 1.70 -1.28 -5.14
H: 2.02 -5.26 -3.01
H: -0.95 -4.11 -2.76
H: 2.50 0.95 6.38
H: -4.87 -1.51 2.00
H: 2.25 -5.15 -1.26
H: -2.34 2.13 -2.52
H: -1.23 0.67 -5.64
H: 0.48 2.24 2.06
H: 0.93 0.70 -6.74
H: -4.52 -4.58 3.18
H: -3.90 -0.39 2.97
H: 2.55 -2.14 1.41
H: -4.45 2.22 3.12
H: 3.51 -2.69 3.58
H: -1.70 4.65 0.92
H: 3.31 -1.10 5.46
H: -4.41 2.73 0.27
H: 2.77 4.86 -1.17
H: 3.67 1.83 1.74
H: 0.32 3.72 3.96
H: -0.44 -2.41 -2.92
H: 2.23 -3.08 -0.61
H: -1.79 -3.30 1.59
H: -2.73 2.95 -0.19
H: 0.73 -5.77 -1.92
H: -1.91 3.57 -3.48
H: 2.93 -0.22 -4.45
H: -2.63 1.42 -4.87
H: 1.37 2.74 -1.48
H: -2.36 5.38 5.08
H: 1.68 -0.92 -3.40
H: -2.77 -3.01 3.02
H: -5.18 0.90 1.32
H: 0.21 -3.65 -4.02
H: 0.72 2.26 -5.90
H: -0.83 2.99 -2.19

Results
- orbital gap (spin up / spin down) (eV) = 5.79 / 5.51
- largest force on an atom (hartree/bohr) = 0.05079
- relative energy (zero: lowest compared OMol25 entry of this formula, charge and spin) (kcal per mole) = 18.4
- spin multiplicity = 2
- charge = +2

Entry from the OMol25 dataset: an isolated molecule of C3H2O2 at a distorted geometry (the ωB97M-V functional and the def2-TZVPD basis).

Positions of all 7 atoms, in Å:
O: -0.04 -1.02 -1.40
O: -0.97 -1.36 0.57
C: 0.99 1.77 0.10
C: -0.04 0.86 0.16
C: -0.49 -0.53 -0.39
H: -0.82 -2.37 0.46
H: 1.37 2.66 0.50

Results
- orbital gap (eV) = 10.22
- largest force on an atom (hartree/bohr) = 0.21493
- relative energy (zero: lowest compared OMol25 entry of this formula, charge and spin) (kcal per mole) = 58.7
- spin multiplicity = 1
- charge = 0
- SMILES = C#CC(=O)O

Entry from the OMol25 dataset: a structure of composition C9H62CdNO23 at a distorted geometry (the ωB97M-V functional and the def2-TZVPD basis).

Positions of all 96 atoms, in Å:
Cd: 2.74 -8.28 21.30
O: 3.77 -4.90 18.62
O: -0.76 -9.87 23.07
O: -5.27 -5.11 19.83
O: -1.46 -5.06 15.25
O: 2.71 -8.41 23.48
O: -1.66 -8.02 14.83
O: -5.26 -6.87 22.37
O: 3.46 -8.95 19.34
O: 0.62 -8.14 21.20
O: 2.35 -5.69 16.44
O: 2.57 -6.65 25.61
O: -0.48 -0.97 24.12
O: 1.35 -7.48 14.47
O: 3.38 -6.30 20.85
O: -3.68 -6.46 17.09
O: -3.98 -2.85 17.84
O: -3.84 -3.42 21.93
O: -4.12 -9.57 21.01
O: 2.32 -3.62 25.39
O: -1.87 -0.42 21.76
O: -3.08 -5.80 26.38
O: 1.89 -2.07 23.02
O: -2.44 -3.56 24.33
N: 0.10 -7.00 20.61
C: 0.29 -5.93 22.76
C: 0.72 -7.86 18.40
C: -0.73 -4.73 20.87
C: -1.34 -4.79 19.48
C: -1.93 -6.61 21.98
C: -1.62 -8.09 19.15
C: -0.56 -6.09 21.50
C: -0.62 -5.83 18.61
C: -0.35 -7.18 19.24
H: 0.69 -8.95 18.47
H: -3.06 -3.13 17.83
H: 0.23 -4.20 20.81
H: -0.58 -9.18 22.39
H: 1.71 -7.45 18.62
H: 4.13 -9.63 19.19
H: -4.96 -9.15 20.79
H: 0.56 -7.59 17.35
H: 2.16 -4.58 25.33
H: -2.44 -8.14 15.39
H: -1.68 -8.69 18.25
H: -2.43 -4.91 19.49
H: -3.72 -8.95 21.63
H: 3.62 -5.66 21.53
H: -1.71 -9.87 23.20
H: -2.30 -5.93 25.82
H: -1.22 -5.99 17.71
H: -3.98 -2.03 18.35
H: -0.95 -5.86 15.10
H: -1.59 -8.77 20.00
H: 1.74 -3.32 26.10
H: -1.39 -4.09 21.45
H: -2.00 -6.84 23.04
H: 0.29 -5.37 18.20
H: -2.54 -7.51 19.30
H: 1.60 -5.08 16.42
H: -2.85 -3.42 25.19
H: -2.73 -5.90 21.76
H: 3.37 -5.77 19.99
H: 3.45 -6.85 25.94
H: 1.24 -7.34 13.52
H: -1.12 -3.86 18.95
H: -0.03 -0.58 24.88
H: 2.32 -2.42 23.82
H: -5.52 -6.58 21.48
H: 1.96 -7.15 26.18
H: 4.14 -4.02 18.50
H: -3.71 -2.48 21.77
H: 1.61 -2.84 22.51
H: 1.31 -5.55 22.54
H: -4.75 -6.13 22.71
H: 2.85 -9.01 18.58
H: -4.83 -4.36 20.25
H: 0.25 -1.31 23.56
H: -1.75 -8.67 14.12
H: -2.73 -5.50 27.23
H: -1.48 -0.56 22.64
H: 2.83 -9.16 24.08
H: -3.35 -5.90 17.79
H: 0.44 -7.62 14.80
H: -0.06 -5.08 23.36
H: -3.24 -3.61 22.68
H: 0.34 -6.87 23.30
H: -6.20 -4.88 19.83
H: 3.33 -5.14 17.76
H: 2.77 -7.61 24.07
H: -1.60 -3.09 24.36
H: -2.21 -5.38 15.76
H: -2.77 -0.13 21.94
H: 2.19 -6.31 15.70
H: -4.34 -7.02 17.52
H: -2.24 -7.51 21.45

Results
- orbital gap (eV) = 5.53
- largest force on an atom (hartree/bohr) = 0.05096
- relative energy (zero: lowest compared OMol25 entry of this formula, charge and spin) (kcal per mole) = 7.0
- spin multiplicity = 1
- charge = +1

Entry from the OMol25 dataset: a structure of composition C2H5NO at a distorted geometry (the ωB97M-V functional and the def2-TZVPD basis).

Positions of all 9 atoms, in Å:
O: 1.66 0.47 0.26
N: 0.50 -0.04 0.03
C: -0.63 0.92 0.05
C: 0.31 -1.26 -0.21
H: 0.09 1.78 0.21
H: -0.65 -1.62 -0.49
H: -1.14 0.96 -0.92
H: 1.18 -2.29 0.16
H: -1.33 1.08 0.91

Results
- orbital gap (spin up / spin down) (eV) = 7.20 / 9.27
- largest force on an atom (hartree/bohr) = 0.24048
- relative energy (zero: lowest compared OMol25 entry of this formula, charge and spin) (kcal per mole) = 47.6
- spin multiplicity = 3
- charge = 0